Entry 1:
A 8-piece molecular cluster, C55H92N9O11PS2 overall in a non-equilibrium geometry. Source: OMol25; level of theory: the ωB97M-V functional and the def2-TZVPD basis.

HOMO-LUMO gap = 6.93 eV
Charge = 0
Molar mass = 1150.50 g/mol
Total energy = -4608.6395 Ha
Strongest force on any atom = 0.075 hartree/bohr
LUMO level = -1.12 eV

Geometry as XYZ:
```
170
Properties=species:S:1:pos:R:3:forces:R:3
C -1.2946 5.5229 1.9883 0.9920 0.1239 0.9226
C -0.5440 4.5903 2.2596 -1.5533 -1.0929 -0.2607
C -0.0176 3.1346 2.5445 0.6352 1.0784 -0.3240
C 0.4476 2.3611 1.2515 1.1593 -1.3250 -2.4504
C 1.9354 2.0636 1.0269 -0.6212 -0.4247 -1.4007
C 3.0680 2.5318 2.0698 -0.3735 0.1776 -0.8338
C 3.4464 1.4528 3.1915 -0.2227 0.1727 0.4297
C 2.9042 0.0017 2.9124 -0.6234 -0.5698 -0.1111
S 3.2661 -1.1130 4.3825 -0.1528 -0.0123 -0.0618
C 2.4310 1.3316 -0.2100 -3.3562 1.5524 0.2749
P 4.2224 0.9097 -0.5659 -0.5769 -3.7816 0.5680
N 4.3740 -0.6897 -0.4258 -0.5349 1.2074 0.1602
C 1.4076 0.8745 -1.2241 -0.9623 0.2974 1.0604
O 1.8020 0.1994 -2.4086 -0.3877 2.2891 1.3303
C 2.1099 1.3038 -3.3447 0.7171 0.0106 -0.7881
C 2.5360 0.7927 -4.7836 -1.1407 1.8503 -1.0690
C 1.2322 0.8770 -5.7448 -0.0567 -0.4116 0.2928
C 3.5546 1.8982 -5.3743 0.5100 0.5024 1.0522
C 3.0534 3.4004 -5.1072 0.0167 0.4100 -0.0598
C 4.9845 1.7406 -4.6649 -0.0154 -0.1032 -0.3699
C -0.0565 1.1122 -1.0352 1.0640 0.9334 2.1921
C -0.5255 1.8711 0.2007 1.7876 -0.7214 -0.3869
C -2.1113 2.0758 0.2814 0.2827 -0.5579 -0.4770
O -2.6351 3.1186 0.6248 0.7766 -1.6340 -0.3364
C -2.9696 0.8129 -0.1879 -0.6963 -1.2284 -0.3126
C -4.2077 0.4390 0.5919 1.1866 -1.7433 -2.2064
C -4.7084 1.2816 1.8392 -0.8874 -0.3916 -0.9924
C -5.8737 2.2548 1.2646 0.6063 0.4733 0.1578
C -5.5438 3.8074 1.4536 -1.4565 0.5169 -0.7860
C -6.8469 4.6219 1.9535 0.6818 -0.0407 0.3936
C -6.6893 4.9091 3.5027 -0.7637 0.0385 -0.8714
O -5.6439 5.9094 3.6633 -0.1083 -1.8013 1.0914
C -4.9200 5.5938 4.8939 -0.3277 1.6912 0.4576
C -4.1917 6.9583 5.3164 -0.2340 -0.8637 -0.5817
C -4.9431 -0.8027 0.0926 2.3943 1.2010 -1.1882
C -4.4442 -1.5927 -1.1049 1.0515 2.7496 0.8355
N -5.2195 -2.8176 -1.4921 1.3059 -0.5317 3.4085
C -5.2740 -3.5109 -0.4387 -0.6396 0.3134 0.2728
S -5.4162 -4.2317 1.0150 0.1800 0.9443 -3.0108
C -3.2178 -1.1796 -1.8802 -0.6624 1.9324 2.3012
C -2.4876 0.0371 -1.4032 -1.6389 -0.3119 1.7672
C -1.1581 0.6087 -2.0722 0.0766 -0.0608 0.3549
O -1.0100 0.6890 -3.2791 -0.2783 -0.3542 1.8613
H -1.8661 6.4884 1.9303 0.9764 -1.7344 -0.1261
H -0.7641 2.4891 3.0922 0.4680 1.0416 -0.6199
H 0.8638 3.2716 3.2544 -1.1252 -0.4625 -1.0041
H 2.7309 3.5291 2.5063 0.4986 -1.4258 -0.3423
H 4.0329 2.7705 1.5139 -1.5268 -0.2385 0.4539
H 3.0676 1.8677 4.1855 0.4527 -0.8875 -1.1872
H 4.5762 1.3739 3.2680 -1.3080 0.2433 -0.0493
H 3.4205 -0.4632 2.0087 -0.7699 0.7537 1.1029
H 1.7757 -0.0372 2.7898 1.3880 0.2604 -0.0551
H 2.2110 -2.0192 4.4726 0.5644 1.1285 -0.6007
H 5.1353 1.4696 0.3850 -0.5519 0.7206 -0.7165
H 4.6486 1.2336 -1.8878 -0.2411 0.9035 0.6715
H 3.4590 -1.0874 -0.1883 0.4935 -0.0224 -0.2257
H 2.9495 1.8922 -2.8671 -0.8687 -0.5131 -0.6579
H 1.2176 1.9898 -3.4487 0.8631 -0.8865 0.2644
H 3.0029 -0.2342 -4.7785 -0.5299 1.1828 0.0367
H 0.7537 1.9087 -5.7017 0.7091 -1.1926 0.1354
H 0.4203 0.1490 -5.4071 1.1204 0.8390 -0.5655
H 1.5181 0.7090 -6.8313 -0.3198 -0.0050 1.5059
H 3.6810 1.7967 -6.4982 -0.2727 -0.2973 1.5133
H 3.5418 3.8674 -4.1860 -0.5979 -0.7412 -1.1556
H 1.9386 3.4903 -4.9431 1.1615 -0.0994 -0.3950
H 3.3337 4.0725 -5.9857 -0.4002 -0.8965 1.1263
H 5.7704 1.6784 -5.4825 -1.0309 -0.1882 1.5689
H 4.9729 0.8211 -3.9966 0.2494 0.8870 -0.9487
H 5.2636 2.6200 -4.0016 -0.4939 -0.8947 -0.7573
H -3.8906 1.8907 2.3174 -0.7829 -0.7250 -0.7482
H -5.1569 0.6165 2.6490 0.6859 0.5650 -1.2139
H -6.8651 2.0217 1.7618 1.1808 0.1147 -0.5733
H -5.9690 2.0780 0.1434 -0.0852 0.0599 1.5315
H -5.3204 4.2326 0.4201 0.2586 -0.5771 1.4892
H -4.6939 4.0127 2.1681 -0.8690 -0.2720 -0.9555
H -6.9435 5.6203 1.4117 0.2625 -1.2057 0.7875
H -7.8047 4.0563 1.7244 1.1384 0.5296 0.4111
H -6.4250 3.9647 4.0889 -0.3098 1.0507 -0.9247
H -7.6777 5.3050 3.9088 1.1989 -0.3505 -0.2553
H -5.7304 5.3286 5.6524 1.3459 0.1653 -0.5977
H -4.1929 4.7377 4.7629 -0.7923 0.8321 -0.0208
H -3.7458 7.3958 4.3749 -0.4777 -0.4099 1.0327
H -3.3467 6.7876 6.0485 -1.1293 0.1978 -0.6671
H -4.9759 7.6669 5.7123 1.0368 -0.7149 -0.3311
H -5.8637 -1.1405 0.6625 1.3155 0.3559 -0.9120
H -2.8077 -1.7253 -2.7735 -0.7689 0.5026 1.1372
C 7.8120 1.3131 -7.5613 0.2300 0.0385 0.0536
O 6.7693 1.6744 -7.0486 0.5698 0.0890 -0.4426
N 9.0537 1.6135 -7.1030 -0.3579 -0.2284 -0.3405
C 10.2546 1.1473 -7.7666 -0.0667 0.1611 0.2438
C 9.1819 2.4283 -5.9090 -0.3177 -0.0074 -0.0002
H 7.8256 0.6909 -8.4711 0.0689 -0.0111 -0.0039
H 10.8344 0.5367 -7.0701 0.1171 -0.0109 -0.1533
H 10.8499 2.0095 -8.0769 0.1157 -0.1397 -0.0654
H 10.0076 0.5497 -8.6444 -0.0614 0.0597 0.0847
H 8.6815 1.9276 -5.0770 0.0533 0.1518 0.0481
H 8.6968 3.3923 -6.0783 0.0474 -0.0109 0.1581
H 10.2322 2.5845 -5.6644 -0.0683 -0.0723 -0.1053
C -1.0986 -2.2009 4.1608 -0.4462 0.1607 -0.4128
O 0.0630 -2.3880 4.4667 0.5033 -0.1881 0.1781
N -1.5817 -2.3226 2.9101 0.2093 -0.0051 0.3145
C -2.9661 -2.0827 2.5849 0.1923 0.3599 -0.0364
C -0.6721 -2.7066 1.8464 0.1968 0.0157 0.2573
H -1.8586 -1.8967 4.8983 -0.0521 -0.0100 -0.0653
H -3.3893 -2.9901 2.1564 -0.1663 0.0998 0.0132
H -3.0219 -1.2745 1.8536 -0.0572 -0.1596 -0.0176
H -3.5373 -1.8034 3.4721 0.2824 -0.1389 -0.2613
H -0.2334 -3.6797 2.0817 0.0953 0.0539 -0.1513
H 0.1320 -1.9694 1.7767 0.0598 -0.1263 -0.1226
H -1.2007 -2.7632 0.8949 -0.0617 0.0479 0.1329
C -5.6433 -3.5548 4.7628 0.1267 -0.3821 0.2439
O -5.1643 -2.5136 4.3421 -0.3051 -0.1811 0.3308
N -4.9396 -4.5556 5.3414 -0.5066 0.3769 -0.2660
C -5.5710 -5.7707 5.8181 0.2404 -0.0085 -0.0202
C -3.5040 -4.4047 5.4890 -0.0032 0.2505 -0.0967
H -6.7235 -3.7644 4.6995 0.0127 -0.0527 0.0066
H -5.3858 -5.8731 6.8899 -0.0948 -0.1361 -0.0334
H -5.1421 -6.6262 5.2913 -0.0857 -0.0577 0.1073
H -6.6470 -5.7455 5.6426 0.0892 0.0889 -0.0166
H -3.2991 -3.5179 6.0938 0.1222 -0.0641 -0.0287
H -3.0558 -4.2676 4.5023 0.1267 -0.0610 0.1153
H -3.0728 -5.2828 5.9680 -0.1254 0.0260 -0.0955
C -1.0160 -6.8263 3.4569 0.1804 -0.1005 -0.0993
O -2.1436 -7.2810 3.5505 0.1518 -0.0470 -0.0671
N 0.0356 -7.4523 2.8736 -0.2952 0.4145 0.2529
C 1.3505 -6.8449 2.8010 -0.0960 -0.2104 -0.0789
C -0.1614 -8.7721 2.3043 -0.2925 0.0450 0.1043
H -0.7580 -5.8310 3.8563 0.0990 0.0164 -0.0125
H 1.6412 -6.7451 1.7524 0.1496 0.0697 0.0792
H 2.0694 -7.4846 3.3184 0.1098 0.1466 -0.0500
H 1.3507 -5.8587 3.2668 -0.0694 -0.0845 -0.0040
H -0.9292 -8.7179 1.5291 0.0438 -0.1617 0.0256
H -0.5033 -9.4534 3.0865 -0.0014 -0.0784 -0.1504
H 0.7679 -9.1446 1.8742 -0.0353 0.1271 0.0714
C -2.7876 4.4622 -6.0420 -0.1594 -0.0983 0.0898
O -3.1133 5.1292 -7.0059 -0.1376 -0.1400 0.1540
N -3.6359 3.7354 -5.2695 0.4726 0.2053 -0.1196
C -3.1745 2.9626 -4.1332 -0.2900 0.0590 -0.1341
C -5.0497 3.7330 -5.5925 0.1226 0.1904 -0.2251
H -1.7379 4.3956 -5.7110 -0.0060 -0.0624 0.0749
H -3.4263 1.9112 -4.2910 0.1329 -0.0276 0.1908
H -3.6718 3.3251 -3.2291 0.0957 -0.1299 0.1025
H -2.0955 3.0558 -4.0091 -0.0802 0.0062 -0.0978
H -5.1859 3.3508 -6.6068 -0.1534 0.0582 0.0593
H -5.4295 4.7565 -5.5519 -0.1261 -0.1023 -0.0634
H -5.6007 3.1093 -4.8888 0.1429 0.0294 -0.0096
C 3.1117 -3.9293 9.4967 -0.0002 0.2363 -0.1351
O 2.6766 -4.8756 8.8682 0.0259 0.2122 -0.0364
N 3.2047 -2.6563 9.0331 0.0622 -0.4294 0.4089
C 3.7353 -1.5786 9.8424 -0.1095 -0.0598 -0.2850
C 2.7582 -2.3659 7.6824 -0.0986 -0.2739 0.0352
H 3.4773 -4.0397 10.5314 0.0288 0.0795 0.0287
H 2.9695 -0.8075 9.9584 0.1429 0.0911 0.0973
H 4.6082 -1.1516 9.3425 -0.0068 0.1212 0.1512
H 4.0298 -1.9401 10.8282 -0.0455 -0.0485 -0.0936
H 1.7021 -2.6292 7.5896 0.0640 0.0501 -0.1813
H 3.3328 -2.9717 6.9781 -0.1154 0.0970 -0.0921
H 2.8937 -1.3097 7.4523 0.0297 -0.0988 0.0820
C 2.8968 -1.2470 -8.3581 0.0788 -0.2174 0.0017
O 3.3967 -0.5834 -7.4706 0.1034 -0.3616 -0.1503
N 3.0518 -2.5874 -8.5156 -0.1946 0.4562 -0.1580
C 2.4239 -3.3142 -9.6004 0.1791 -0.0562 0.2471
C 3.8734 -3.3140 -7.5656 0.0248 0.2921 0.1276
H 2.2553 -0.7923 -9.1313 -0.0305 -0.0705 -0.0496
H 1.7632 -4.0786 -9.1841 -0.0316 -0.0374 -0.1918
H 3.1975 -3.7929 -10.2059 -0.1557 -0.0640 -0.1021
H 1.8402 -2.6439 -10.2320 0.0662 0.0105 0.0985
H 3.4593 -3.1882 -6.5627 0.1543 -0.0824 0.0112
H 4.8857 -2.9039 -7.5787 -0.0146 -0.1094 0.1315
H 3.9037 -4.3734 -7.8193 -0.0682 0.1127 -0.0591
```
Forces are in eV/Å.

=====

Entry 2:
C4H10N2S2 as an isolated structure in a non-equilibrium geometry. Source: OMol25; level of theory: the ωB97M-V functional and the def2-TZVPD basis.

HOMO-LUMO gap = 8.62 eV
Relative energy (zero: lowest compared OMol25 entry of this formula, charge and spin) = 79.67 kcal per mole
Charge = 0
Molar mass = 150.27 g/mol
Total energy = -1064.1703 Ha
Strongest force on any atom = 0.106 hartree/bohr
LUMO level = 0.62 eV

Geometry as XYZ:
```
18
Properties=species:S:1:pos:R:3:forces:R:3
C 3.2585 1.8791 0.4153 0.0684 0.0293 -0.0470
C 2.3698 1.3271 -0.6726 0.0070 -0.0906 0.1547
C 0.9171 1.1594 -0.4312 1.2494 1.3560 0.0024
C -1.5952 -1.8116 0.0466 -0.1477 -0.4241 -0.2637
H 2.7313 2.6438 0.9912 0.0223 -0.0661 -0.0645
H 3.5640 1.0765 1.0963 -0.0330 0.0739 -0.0736
H 4.1619 2.3316 -0.0049 -0.1103 -0.0573 0.0609
H 2.8320 0.5684 -1.3024 -0.0838 0.0922 0.0702
H 0.5254 1.4938 0.5270 -0.0367 -0.1112 -0.0694
H 0.4160 0.2904 -0.8524 2.1827 3.0937 0.2334
H -4.3954 -2.9696 0.2049 0.0606 0.0149 0.0643
H -4.2878 -1.8828 1.4450 0.0206 -0.0861 -0.0288
H -3.3095 -0.9326 -0.5800 0.0577 -0.2107 0.1401
H -1.2986 -2.6138 0.7231 0.0557 0.1396 -0.0278
N -3.7538 -2.4592 0.8025 -0.2155 0.0411 0.1332
N -2.9242 -1.6542 0.0242 0.0909 0.3971 -0.2267
S 1.3183 2.4744 -1.6058 0.0416 0.1783 -0.0764
S -0.5298 -0.9206 -0.8269 -3.2299 -4.3700 0.0188
```
Forces are in eV/Å.